# 1
ORCA calculation (the ωB97M-V functional and the def2-TZVPD basis) on a 5-piece molecular cluster, C12H37N3O5 overall.

Geometry (Å):
O (3.685, -1.550, -1.792)
H (3.529, -2.489, -1.888)
H (2.811, -1.161, -1.784)
O (1.047, -0.907, -0.754)
H (0.696, -1.741, -0.443)
H (0.882, -0.295, -0.037)
C (0.081, 2.246, 1.968)
C (-0.709, 2.745, 3.206)
C (0.286, 3.206, 4.278)
O (-0.198, 3.754, 5.468)
C (0.889, 4.073, 6.387)
N (-1.619, 3.842, 2.838)
H (-0.651, 1.858, 1.260)
H (0.672, 1.352, 2.169)
H (0.633, 3.058, 1.493)
H (-1.369, 2.012, 3.669)
H (0.995, 3.935, 3.883)
H (0.903, 2.355, 4.566)
H (0.584, 4.401, 7.381)
H (1.477, 4.958, 6.142)
H (1.597, 3.248, 6.465)
H (-2.407, 3.423, 2.364)
H (-1.934, 4.205, 3.726)
C (-0.346, 2.093, -4.069)
C (0.263, 1.492, -2.757)
C (0.558, 2.305, -1.437)
O (1.253, 3.524, -1.832)
C (0.612, 4.727, -1.628)
N (-0.685, 0.490, -2.420)
H (-0.557, 1.358, -4.846)
H (0.121, 2.933, -4.580)
H (-1.342, 2.403, -3.752)
H (1.163, 0.960, -3.066)
H (1.079, 1.618, -0.770)
H (-0.368, 2.543, -0.912)
H (-0.321, 4.683, -2.190)
H (1.062, 5.615, -2.071)
H (0.513, 4.919, -0.559)
H (-0.969, -0.133, -3.161)
H (-0.292, -0.236, -1.838)
C (-1.693, -3.288, -1.337)
C (-1.280, -4.371, -0.244)
C (-1.126, -5.856, -0.770)
O (-0.038, -5.911, -1.654)
C (0.028, -7.159, -2.299)
N (-0.033, -3.930, 0.336)
H (-1.009, -3.334, -2.185)
H (-1.719, -2.274, -0.938)
H (-2.651, -3.462, -1.826)
H (-2.046, -4.269, 0.525)
H (-2.061, -6.285, -1.130)
H (-0.952, -6.498, 0.094)
H (0.752, -6.977, -3.093)
H (-0.846, -7.412, -2.900)
H (0.347, -8.011, -1.699)
H (0.206, -4.696, 0.949)
H (0.496, -4.093, -0.509)

Calculated values
Strongest force on any atom (eV/Å): 2.92
Spin multiplicity: 2
Electronic energy (a.u.): -1019.701075
Highest occupied orbital energy (spin up / spin down) (eV): 0.83 / -6.12
Net charge: -1
Energy above the lowest of the compared OMol25 structures with the same formula, charge and spin (kJ/mol): 107.76
Kohn-Sham gap (spin up / spin down) (eV): 1.82 / 8.74
<S²>: 0.751


# 2
ORCA calculation (the ωB97M-V functional and the def2-TZVPD basis) on C12H38BeNO8 as an isolated structure.

Geometry (Å):
Be (0.742, 0.599, 1.405)
C (-3.467, -1.246, -1.845)
C (-2.151, -2.018, -1.618)
C (-2.083, -3.301, -2.487)
C (-1.800, -2.917, -3.976)
C (-0.504, -2.121, -4.091)
C (-0.490, -0.857, -3.232)
N (-0.925, -1.163, -1.822)
O (-0.755, -0.099, -0.814)
C (-1.253, 0.328, -3.889)
C (1.016, -0.506, -3.247)
C (-2.238, -2.632, -0.168)
H (-3.317, -0.332, -1.269)
H (-4.371, -1.827, -1.664)
H (-3.678, -0.970, -2.878)
H (-3.090, -3.718, -2.496)
H (-1.295, -3.986, -2.175)
H (-2.558, -2.316, -4.478)
H (-1.724, -3.830, -4.566)
H (-0.262, -1.925, -5.136)
H (0.281, -2.771, -3.705)
H (-2.254, 0.084, -4.244)
H (-0.697, 0.719, -4.742)
H (-1.286, 1.082, -3.104)
H (1.375, -0.161, -4.217)
H (1.777, -1.229, -2.953)
H (1.256, 0.294, -2.545)
H (-1.355, -3.164, 0.188)
H (-3.123, -3.268, -0.138)
H (-2.358, -1.821, 0.550)
O (-1.576, 0.107, 2.640)
H (-1.604, -0.510, 3.371)
H (-2.307, 0.703, 2.801)
O (3.280, 0.076, 1.728)
H (3.729, -0.199, 2.527)
H (3.983, 0.346, 1.138)
O (2.115, 2.325, 0.062)
H (1.405, 2.739, -0.429)
H (2.903, 2.795, -0.213)
O (-0.710, 2.786, 1.349)
H (-0.426, 3.187, 0.527)
H (-0.995, 3.523, 1.889)
O (0.864, -1.474, 2.712)
H (0.064, -1.990, 2.815)
H (1.548, -2.009, 3.113)
O (1.689, -1.137, -0.251)
H (2.160, -1.967, -0.182)
H (0.970, -1.319, -0.856)
C (1.160, 3.796, 5.028)
C (1.543, 2.996, 3.811)
C (3.088, 2.952, 3.602)
O (1.058, 1.658, 3.843)
H (1.524, 3.239, 5.892)
H (0.120, 4.080, 5.191)
H (1.901, 4.594, 5.063)
H (1.131, 3.519, 2.948)
H (3.400, 2.799, 2.569)
H (3.688, 2.232, 4.159)
H (3.515, 3.928, 3.834)
H (1.368, 1.299, 4.678)

Calculated values
Strongest force on any atom (eV/Å): 4.79
Spin multiplicity: 2
Electronic energy (a.u.): -1150.721168
Highest occupied orbital energy (spin up / spin down) (eV): -15.14 / -15.63
Net charge: +2
Kohn-Sham gap (spin up / spin down) (eV): 6.75 / 7.20
<S²>: 0.757


# 3
ORCA calculation (the ωB97M-V functional and the def2-TZVPD basis) on C12H38BrFe2O8 as an isolated structure.

Geometry (Å):
Fe (0.444, -1.275, -1.744)
Fe (1.492, 0.323, 1.634)
O (3.011, 0.873, 0.657)
H (3.828, 0.383, 0.545)
O (0.465, -0.345, 0.010)
H (-0.436, -0.555, 0.281)
Br (-2.065, -1.481, -1.949)
C (1.166, 4.633, 2.097)
C (0.091, 3.685, 1.606)
O (0.657, 2.380, 1.214)
H (2.017, 4.118, 2.534)
H (0.751, 5.374, 2.779)
H (1.570, 5.206, 1.254)
H (-0.489, 4.079, 0.776)
H (-0.586, 3.421, 2.417)
H (1.285, 2.577, 0.503)
C (4.356, -2.233, -2.795)
C (3.823, -1.698, -1.453)
O (2.803, -0.716, -1.709)
H (3.938, -3.216, -3.008)
H (5.433, -2.372, -2.712)
H (4.130, -1.543, -3.601)
H (4.623, -1.212, -0.894)
H (3.399, -2.514, -0.870)
H (2.747, -0.108, -0.945)
C (-1.054, 2.141, -3.567)
C (-0.031, 1.099, -3.921)
O (0.636, 0.567, -2.738)
H (-1.682, 1.772, -2.755)
H (-1.716, 2.260, -4.428)
H (-0.608, 3.102, -3.326)
H (0.723, 1.500, -4.602)
H (-0.486, 0.249, -4.422)
H (1.140, 1.263, -2.304)
C (-4.512, 2.398, 1.041)
C (-3.519, 1.561, 0.310)
O (-4.251, 0.557, -0.410)
H (-4.977, 1.895, 1.898)
H (-5.341, 2.683, 0.398)
H (-4.077, 3.306, 1.469)
H (-2.712, 1.129, 0.911)
H (-3.016, 2.183, -0.450)
H (-3.650, 0.166, -1.065)
C (-1.070, -1.905, 3.732)
C (-1.363, -0.678, 2.893)
O (-0.255, 0.316, 2.951)
H (-1.142, -1.727, 4.808)
H (-0.061, -2.296, 3.572)
H (-1.781, -2.696, 3.481)
H (-2.281, -0.172, 3.183)
H (-1.422, -0.916, 1.836)
H (-0.259, 0.740, 3.817)
C (-0.297, -5.113, 0.117)
C (-0.098, -3.609, 0.267)
O (0.967, -3.115, -0.612)
H (-1.047, -5.441, 0.840)
H (0.622, -5.676, 0.279)
H (-0.714, -5.336, -0.865)
H (0.135, -3.367, 1.309)
H (-1.021, -3.103, -0.008)
H (1.765, -3.524, -0.263)

Calculated values
Strongest force on any atom (eV/Å): 1.70
Spin multiplicity: 9
Electronic energy (a.u.): -6183.177591
Highest occupied orbital energy (spin up / spin down) (eV): -11.81 / -11.53
Net charge: +1
Kohn-Sham gap (spin up / spin down) (eV): 8.75 / 8.15
<S²>: 20.017


# 4
ORCA calculation (the ωB97M-V functional and the def2-TZVPD basis) on C12H38HgN2O12 as an isolated structure.

Geometry (Å):
Hg (-10.021, 21.504, 7.212)
C (-11.703, 16.787, 7.033)
C (-10.964, 16.732, 5.688)
O (-9.640, 16.687, 5.663)
H (-12.783, 16.911, 6.947)
H (-11.274, 17.589, 7.631)
H (-11.575, 15.789, 7.457)
H (-11.381, 17.633, 5.166)
H (-11.450, 15.940, 5.094)
C (-13.097, 20.591, 6.714)
O (-12.338, 21.743, 6.784)
H (-12.642, 19.693, 7.163)
H (-14.095, 20.726, 7.151)
H (-13.295, 20.191, 5.706)
C (-14.767, 19.875, 9.888)
C (-15.410, 21.263, 9.990)
O (-16.737, 21.279, 9.459)
O (-15.504, 18.918, 10.606)
H (-13.728, 19.919, 10.234)
H (-14.661, 19.657, 8.825)
H (-14.841, 21.989, 9.401)
H (-15.476, 21.565, 11.041)
H (-17.014, 22.200, 9.442)
H (-15.725, 19.275, 11.471)
C (-17.592, 22.623, 4.802)
C (-16.691, 22.572, 6.019)
O (-16.520, 23.838, 6.640)
O (-17.912, 21.368, 4.277)
H (-17.022, 23.221, 4.079)
H (-18.422, 23.320, 4.966)
H (-15.677, 22.257, 5.754)
H (-17.027, 21.856, 6.779)
H (-15.610, 24.115, 6.456)
H (-17.890, 20.700, 4.967)
C (-13.057, 17.513, 1.848)
C (-13.456, 18.298, 0.603)
O (-14.443, 19.276, 0.752)
O (-14.099, 16.663, 2.389)
H (-12.722, 18.243, 2.583)
H (-12.249, 16.869, 1.486)
H (-13.751, 17.638, -0.217)
H (-12.549, 18.819, 0.259)
H (-14.121, 19.946, 1.367)
H (-14.420, 16.299, 1.555)
C (-13.722, 26.547, 5.768)
C (-12.960, 25.265, 6.084)
O (-13.854, 24.150, 6.141)
O (-13.822, 26.622, 4.346)
H (-13.081, 27.402, 6.026)
H (-14.663, 26.703, 6.299)
H (-12.472, 25.420, 7.055)
H (-12.119, 25.081, 5.415)
H (-13.270, 23.377, 6.211)
H (-14.193, 27.475, 4.101)
C (-15.403, 18.639, 5.127)
O (-16.132, 19.090, 4.256)
N (-15.622, 18.965, 6.457)
N (-14.262, 17.912, 4.934)
H (-15.076, 18.468, 7.134)
H (-16.439, 19.500, 6.679)
H (-14.098, 17.609, 3.965)
H (-13.659, 17.776, 5.718)
O (-13.083, 21.755, 1.966)
H (-13.661, 22.260, 2.547)
H (-12.287, 21.602, 2.488)

Calculated values
Strongest force on any atom (eV/Å): 1.92
Spin multiplicity: 1
Electronic energy (a.u.): -1645.476184
Highest occupied orbital energy (eV): -8.17
Net charge: 0
Kohn-Sham gap (eV): 2.79


The lowest electronic energy belongs to which entry? C12H38BrFe2O8